(1)
The following is a quantum chemistry calculation of 2 unconnected molecules or ions with the total composition C5H11O2, from the Open Molecules 2025 dataset.

The geometry in XYZ format:
```
18
Properties=species:S:1:pos:R:3:forces:R:3:mulliken_charge:R:1
C 1.38823 -0.32823 2.11967 0.5713 2.1490 0.1507 -0.64
O -1.27988 2.07155 -1.88256 0.5671 3.9995 1.9930 -0.70
H -1.79184 -1.23144 -1.02534 -1.1024 -0.6347 2.0369 0.36
H -0.19348 1.34921 2.34286 2.4490 -1.3989 1.2150 0.21
H 1.48527 1.75569 2.58246 1.1892 1.1383 0.3311 0.31
C -1.02666 -1.39160 -1.70839 1.1411 -0.7911 -3.6713 -1.09
H 0.70028 0.71944 3.79464 -0.2230 0.0057 3.0405 0.37
H -0.34517 -2.28656 -1.69583 -0.8334 0.6342 0.9899 0.30
H -1.64934 -1.57433 -2.65694 1.1428 0.6314 0.9135 0.26
H 2.41520 -0.36347 2.48048 0.3776 -0.4716 -0.6308 0.26
H 0.90414 -1.17105 2.50224 -0.9230 -1.4457 0.2544 0.28
H 0.74674 -0.11614 -2.34101 -1.7529 -0.0760 0.7119 0.23
H 1.28245 -0.22845 1.03971 0.3319 -0.3354 0.1020 0.16
H -0.01869 0.23421 -0.77167 0.0164 0.5084 0.4531 -0.22
C -0.27371 -0.05940 -1.77259 0.9948 -0.4898 -2.3105 0.14
C 0.87447 0.93731 2.81778 -3.7724 0.3479 -4.4759 -0.93
C -1.23311 1.02297 -2.46013 0.0918 -2.6697 0.5558 0.41
O -1.98492 0.66030 -3.36538 -0.2658 -1.1016 -1.6592 -0.73
```
Positions in Å, forces in eV/Å.

The value obtained for the energy above the lowest of the compared OMol25 structures with the same formula, charge and spin is 145.2 kJ/mol. The charge is -1. The calculation puts the max |F| at 5.86 eV/A. The orbital gap is 7.2 eV. For the electronic energy, the calculation gives -347.5944 hartree.

(2)
The following is a quantum chemistry calculation of 2 unconnected molecules or ions with the total composition C5H11O2, from the Open Molecules 2025 dataset.

The geometry in XYZ format:
```
18
Properties=species:S:1:pos:R:3:forces:R:3:mulliken_charge:R:1
C -1.77099 0.00946 0.18795 0.3701 0.9117 -1.0339 -0.83
H -2.73297 0.24371 0.61373 -0.3480 -0.5874 0.7749 0.36
H 1.66834 0.92173 2.22578 0.0475 0.0780 -0.0001 0.24
C -1.98187 -0.10426 -1.35354 0.3276 -0.4331 1.1550 -0.43
H -1.12756 0.85242 0.46864 -0.0376 0.0426 -0.3160 0.15
H -1.24386 -0.87475 0.51759 -0.4124 -0.2975 0.4773 0.13
C -0.64880 0.26562 -2.02589 0.1742 -0.0070 0.0392 0.44
H 1.23103 1.19852 0.60043 0.4582 0.3055 -0.5981 0.19
H -2.22755 -1.16133 -1.48343 -0.0054 0.0459 -0.4950 0.23
H 2.98766 1.12517 1.14236 -0.0152 -0.0925 -0.5469 0.29
H -2.83742 0.49553 -1.63273 -0.0156 0.3640 -0.3493 0.41
C 1.98679 0.69974 1.19680 -0.8095 -0.0374 1.3038 -0.75
C 1.86745 -0.79946 1.02889 -1.1217 -0.8508 -0.1693 -0.59
H 1.93944 -1.34916 1.97477 1.2194 -0.0557 -0.1849 0.36
H 2.34982 -1.21670 0.14435 0.6308 -0.0462 0.4466 0.28
O 0.22809 -0.63244 -1.96101 -0.0268 0.0193 -0.0926 -0.71
H 0.84589 -1.11001 0.80630 -0.3380 0.6882 -0.3097 -0.02
O -0.53349 1.43622 -2.45099 -0.0977 -0.0474 -0.1010 -0.74
```
Positions in Å, forces in eV/Å.

The value obtained for the energy above the lowest of the compared OMol25 structures with the same formula, charge and spin is 64.4 kJ/mol. The charge is -1. The calculation puts the max |F| at 1.54 eV/A. The orbital gap is 8.0 eV. For the electronic energy, the calculation gives -347.6251 hartree.

(3)
The following is a quantum chemistry calculation of 2 unconnected molecules or ions with the total composition C5H11O2, from the Open Molecules 2025 dataset.

The geometry in XYZ format:
```
18
Properties=species:S:1:pos:R:3:forces:R:3:mulliken_charge:R:1
H 0.41333 -0.67388 0.97588 -0.5439 -0.0144 -0.4168 -0.16
C 0.31445 -0.59890 -2.86256 -0.0612 0.5418 -0.7680 -0.93
H 0.68815 1.37645 -1.84106 -0.6572 -0.1104 -0.4951 0.30
H 1.03068 0.00425 -0.95483 0.0575 0.0300 -0.0077 -0.16
C -0.20049 -1.06923 1.78914 0.2278 0.3240 0.1092 -0.45
O -0.02657 1.58887 0.68225 0.4334 -0.1666 0.1274 -0.67
H -0.76038 -0.47910 -2.73306 -0.0305 -0.6038 0.4723 0.28
H 2.12559 0.53412 -2.18759 0.0444 -0.4901 -0.4738 0.31
H 0.68541 -1.62307 -2.87124 -0.3080 -0.1798 0.8358 0.29
H -0.02165 0.50033 3.18605 -0.5145 -0.1948 0.6122 0.12
C 1.06411 0.36504 -1.98518 0.7774 0.1523 1.5847 -0.43
H 0.56875 -1.61161 2.34799 -0.5018 -0.2838 0.5123 0.29
O -1.85798 2.15943 1.85758 0.3094 0.1605 0.0252 -0.76
C -0.80225 0.13984 2.50162 1.7293 1.1558 -0.8176 -0.35
H -0.99985 -1.72915 1.46234 0.2376 -0.2977 -0.3524 0.25
C -0.87446 1.42914 1.57955 -1.4700 -0.3154 -0.0226 0.40
H -1.78348 0.05694 2.94665 0.0542 -0.3626 0.3166 0.33
H 0.43663 -0.36948 -3.89354 0.2161 0.6550 -1.2416 0.34
```
Positions in Å, forces in eV/Å.

The value obtained for the energy above the lowest of the compared OMol25 structures with the same formula, charge and spin is 62.0 kJ/mol. The charge is -1. The calculation puts the max |F| at 2.23 eV/A. The orbital gap is 7.7 eV. For the electronic energy, the calculation gives -347.6260 hartree.

(4)
The following is a quantum chemistry calculation of 2 unconnected molecules or ions with the total composition C5H11O2, from the Open Molecules 2025 dataset.

The geometry in XYZ format:
```
18
Properties=species:S:1:pos:R:3:forces:R:3:mulliken_charge:R:1
H 2.79468 -0.55579 2.39185 0.7018 -1.0069 -0.9215 0.23
O 0.94501 -1.94085 0.73365 -1.7421 -4.0881 -1.1948 -0.70
H -1.34233 -0.08511 0.71730 0.4885 1.7503 -0.9658 0.23
C 2.65310 -0.52202 1.26265 -0.9572 3.0295 4.2919 -1.05
H 2.88509 0.58629 1.28166 -0.3951 -0.9416 -1.2463 0.27
C -1.45585 0.61301 -0.16658 0.0495 -2.7637 -3.1263 -0.10
H -2.99918 -0.94175 -0.69089 0.6911 0.0607 -0.2443 0.33
H -1.58210 -0.94748 -1.84229 -0.0664 0.0619 0.7613 0.29
H -2.04616 1.46865 -0.02769 -1.0602 1.1208 0.8153 0.33
C -2.24196 -0.31518 -1.21710 0.5486 -0.6556 1.6621 -1.24
C 1.13683 -0.88662 1.27211 3.9522 1.9872 -1.6531 0.59
H 0.27255 1.84395 -0.34698 1.4532 1.6263 1.1787 0.34
O 0.41338 0.00605 1.62877 -2.2679 1.8724 2.4961 -0.71
H -2.81511 0.20552 -1.91598 -0.9172 1.4336 -1.2621 0.40
H 0.48901 0.13371 -0.87790 -0.1543 1.4129 -0.1889 0.19
H 3.24673 -1.14723 0.69409 1.4078 -1.1152 -0.9340 0.36
C -0.12993 1.08133 -0.90609 -1.2847 -3.4245 -0.6664 -1.10
H -0.22376 1.40352 -1.99057 -0.4476 -0.3601 1.1981 0.33
```
Positions in Å, forces in eV/Å.

The value obtained for the energy above the lowest of the compared OMol25 structures with the same formula, charge and spin is 170.8 kJ/mol. The charge is -1. The calculation puts the max |F| at 5.34 eV/A. The orbital gap is 7.9 eV. For the electronic energy, the calculation gives -347.5846 hartree.

(5)
The following is a quantum chemistry calculation of 2 unconnected molecules or ions with the total composition C5H11O2, from the Open Molecules 2025 dataset.

The geometry in XYZ format:
```
18
Properties=species:S:1:pos:R:3:forces:R:3:mulliken_charge:R:1
H -0.36889 -1.90047 -2.46978 -0.0822 -0.7402 -0.4007 0.23
H 0.44740 1.76840 -0.70062 -0.5801 0.1875 -0.4942 0.26
H -0.01131 2.12518 2.19987 -0.0106 0.3389 -0.4731 0.36
O 2.21266 0.72614 0.27353 -0.1084 0.0939 -0.3920 -0.72
H -0.80557 -2.28989 0.52525 -0.0893 -0.6448 -0.4593 0.27
C -0.19007 -2.14385 -0.38496 -0.9970 1.0592 1.5190 -0.63
C 1.74213 1.19611 1.33237 -0.3206 -0.2329 -0.3702 0.52
H -1.66021 -1.17648 -1.71557 -0.6446 -0.5456 0.5046 0.26
H -0.09231 3.25868 -0.00813 -0.4295 0.3212 -0.1485 0.30
H -1.55008 -3.05943 -1.66581 -0.6180 0.2024 -0.8113 0.28
H 0.22490 -1.18174 -0.05966 0.6310 -0.0945 -0.8833 0.04
H -0.32832 0.62614 1.49736 0.1130 -0.1290 -0.3700 0.15
C -1.06467 -2.09136 -1.65121 1.7639 0.7107 0.6606 -0.78
H 0.56803 -2.92223 -0.40466 0.0919 0.0909 -0.1315 0.31
O 2.32499 1.31792 2.42737 -0.4363 0.2569 0.1640 -0.76
C -0.32676 2.19873 -0.03779 2.4362 -0.5883 0.2379 -0.97
C 0.19175 1.56824 1.26977 -0.4525 -0.2455 1.4743 -0.40
H -1.31366 1.97991 -0.42733 -0.2669 -0.0410 0.3738 0.29
```
Positions in Å, forces in eV/Å.

The value obtained for the energy above the lowest of the compared OMol25 structures with the same formula, charge and spin is 68.4 kJ/mol. The charge is -1. The calculation puts the max |F| at 2.52 eV/A. The orbital gap is 7.7 eV. For the electronic energy, the calculation gives -347.6236 hartree.

(6)
The following is a quantum chemistry calculation of 2 unconnected molecules or ions with the total composition C5H11O2, from the Open Molecules 2025 dataset.

The geometry in XYZ format:
```
18
Properties=species:S:1:pos:R:3:forces:R:3:mulliken_charge:R:1
C -1.10137 0.08439 -2.19301 0.0785 0.1376 -0.2278 -1.22
H -1.94943 0.61224 -1.76031 -0.1683 -0.1466 0.1611 0.29
H -0.62917 -1.00936 -0.36715 -0.7931 0.1039 0.0523 -0.41
H -0.97592 1.21482 2.13169 -0.0914 -0.3699 -0.1312 0.18
O 1.01811 2.20749 0.89124 0.0965 -0.0468 0.1624 -0.73
H -2.60819 -2.04892 -2.06554 -0.1293 0.0871 -0.0305 0.31
H -1.69857 -3.10556 -1.02133 0.1709 -0.1739 0.0346 0.39
C -0.71854 -1.18495 -1.43911 0.6867 0.1841 0.1800 0.62
C -0.16032 0.49166 2.09324 1.3315 -0.0581 0.0591 -0.88
H -1.36913 -0.15341 -3.22938 0.0502 -0.0267 0.0292 0.36
O 2.15497 0.37737 1.57384 0.2633 -0.0362 0.0980 -0.72
H -0.29889 -0.41091 1.49670 -0.6857 0.1772 -0.0705 0.17
H -0.29034 0.80931 -2.22802 0.1139 -0.0298 0.1247 0.37
C -1.59926 -2.37695 -1.82184 0.2787 0.1202 -0.0699 -1.23
H 0.34027 -1.39183 -1.61648 -0.0506 -0.2621 -0.5486 0.27
H 0.12486 0.09650 3.06892 -0.2624 0.2162 0.2699 0.35
C 1.14898 1.10728 1.47744 -0.6699 0.1185 -0.3251 0.61
H -1.18504 -2.86666 -2.71587 -0.2197 0.0052 0.2323 0.28
```
Positions in Å, forces in eV/Å.

The value obtained for the energy above the lowest of the compared OMol25 structures with the same formula, charge and spin is 37.4 kJ/mol. The charge is -1. The calculation puts the max |F| at 1.33 eV/A. The orbital gap is 7.4 eV. For the electronic energy, the calculation gives -347.6354 hartree.

(7)
The following is a quantum chemistry calculation of 2 unconnected molecules or ions with the total composition C5H11O2, from the Open Molecules 2025 dataset.

The geometry in XYZ format:
```
18
Properties=species:S:1:pos:R:3:forces:R:3:mulliken_charge:R:1
H -0.25799 4.41322 0.41591 0.0077 0.0266 -0.0725 0.25
H 0.12677 -2.09608 -1.93942 0.0730 0.1202 -0.3073 0.38
H -1.57477 -1.02239 -0.68115 -0.0763 0.3288 0.1548 0.25
H -0.79658 4.00042 -1.21776 -0.2251 -0.2853 0.2946 0.27
O -1.17116 -1.86338 1.63943 0.0728 -0.1249 0.3220 -0.76
H 1.41749 -1.10253 -1.35615 -0.0428 0.2971 0.0992 0.25
H 0.24431 2.12462 0.69171 0.0475 -0.1823 -0.0494 0.32
H -0.00890 1.90612 -1.05830 0.2438 -0.5140 0.2281 0.12
H 0.14211 -0.37051 -2.41394 0.1571 -0.0344 -0.1138 0.36
C -0.21671 -1.72868 0.84784 -0.0981 0.2765 -0.8404 0.46
H 1.58320 2.35603 -0.46022 0.1442 -0.0230 0.1187 0.36
C 0.03818 3.92747 -0.51579 0.2880 0.5088 -0.1659 -0.91
C -0.53985 -0.82019 -0.39676 0.4922 -0.4013 0.2302 0.25
H 0.77789 4.57442 -1.00101 0.2443 -0.1513 0.2866 0.26
C 0.51822 2.47549 -0.29790 -0.6440 0.9177 -0.6840 -0.68
C 0.35750 -1.07771 -1.60782 -0.3472 -0.4805 0.2920 -1.15
H -0.41909 0.20132 -0.03322 -0.3504 -0.1525 -0.1130 -0.30
O 0.94598 -2.18510 0.88445 0.0136 -0.1263 0.3199 -0.73
```
Positions in Å, forces in eV/Å.

The value obtained for the energy above the lowest of the compared OMol25 structures with the same formula, charge and spin is 42.5 kJ/mol. The charge is -1. The calculation puts the max |F| at 1.31 eV/A. The orbital gap is 7.2 eV. For the electronic energy, the calculation gives -347.6335 hartree.

(8)
The following is a quantum chemistry calculation of 2 unconnected molecules or ions with the total composition C5H11O2, from the Open Molecules 2025 dataset.

The geometry in XYZ format:
```
18
Properties=species:S:1:pos:R:3:forces:R:3:mulliken_charge:R:1
H -0.42095 0.46702 3.13715 -0.0355 -0.1049 0.2989 0.30
H 0.18587 1.23381 0.32294 -0.2025 0.9761 0.1983 0.28
H 1.05605 -1.49469 1.21019 0.0662 0.9439 0.4790 0.33
C 0.43242 -0.19031 2.98921 1.3501 -0.5853 -1.9766 -1.08
H -0.22176 -0.82973 -1.60875 -2.1077 0.1115 -1.4884 -0.09
C -0.96945 0.92177 -2.77923 -0.0836 -2.0101 -0.8375 0.56
H 1.92311 1.24463 0.87618 -0.8255 -1.0539 -0.0292 0.35
H -0.78290 -1.14074 -3.25512 -0.2330 -1.0244 -0.8445 0.29
C 0.49887 -0.53719 1.39681 2.4307 -0.1253 3.0244 -0.37
H 1.15221 0.10449 -0.62488 0.3807 1.8691 3.5374 0.16
O 0.03527 1.29528 -3.42006 0.3824 -0.4946 0.5176 -0.74
H 1.37052 0.33818 3.28908 -0.7359 -0.4450 -0.0623 0.27
C 1.03274 0.62782 0.58475 -0.3428 -2.0291 -4.5540 -0.86
H -2.04575 -0.92304 -1.93071 -0.8390 -0.1615 0.0320 0.23
H 0.36046 -1.15728 3.50729 -0.2167 0.5403 0.2564 0.32
H -0.48119 -0.84649 1.22257 -1.7889 0.1173 -1.1561 0.33
C -1.12980 -0.64176 -2.38594 4.5558 1.6381 1.8052 -0.57
O -1.99573 1.52822 -2.53147 -1.7548 1.8380 0.7994 -0.69
```
Positions in Å, forces in eV/Å.

The value obtained for the energy above the lowest of the compared OMol25 structures with the same formula, charge and spin is 178.5 kJ/mol. The charge is -1. The calculation puts the max |F| at 5.17 eV/A. The orbital gap is 7.2 eV. For the electronic energy, the calculation gives -347.5817 hartree.

Q: Which of these has the lowest electronic energy?
A: number 6

Q: Which value of charge does entry 5 give?
A: -1

Q: electronic energy of number 2 (C5H11O2)?
A: -347.6251 hartree